[1]
Below is a cluster of 11 separate species, C21H55N2O14S in total, with properties calculated with the ωB97M-V functional and the def2-TZVPD basis.

```
93
Properties=species:S:1:pos:R:3:lowdin_charge:R:1
O 4.75 -0.58 -0.15 0.088
C 4.50 -1.07 -1.21 -0.338
O 3.26 -1.17 -1.72 -0.021
C 2.40 -0.05 -1.46 -0.154
C 1.57 0.24 -2.70 -0.132
C 0.08 -0.17 -2.58 -0.204
C -0.82 1.07 -2.42 -0.333
S -2.38 0.92 -3.31 1.246
C -3.00 2.66 -3.46 -0.364
O -1.95 3.57 -3.52 -0.163
N -1.97 4.43 -2.29 0.065
O -0.99 4.32 -1.71 0.161
C -3.56 0.16 -2.18 -0.371
C -3.08 -0.75 -1.26 -0.050
C -4.04 -1.28 -0.41 -0.010
C -5.35 -0.85 -0.56 -0.105
N -5.80 0.00 -1.48 0.098
C -4.89 0.52 -2.29 -0.136
H 5.27 -1.49 -1.85 0.151
H 1.78 -0.29 -0.59 0.131
H 2.99 0.83 -1.20 0.089
H 1.99 -0.36 -3.50 0.123
H 1.68 1.28 -2.99 0.116
H -0.21 -0.74 -3.46 0.112
H 0.00 -0.78 -1.69 0.098
H -1.06 1.22 -1.36 0.111
H -0.31 1.96 -2.78 0.080
H -3.66 2.73 -4.31 0.113
H -3.59 2.86 -2.56 0.102
H -2.05 -1.03 -1.19 0.099
H -3.78 -2.00 0.34 0.101
H -6.08 -1.26 0.12 0.124
H -5.22 1.22 -3.04 0.120
C -2.13 -4.63 -1.37 -0.134
O -2.59 -3.54 -2.18 -0.138
H -1.73 -4.22 -0.45 0.076
H -2.96 -5.29 -1.13 0.079
H -1.35 -5.19 -1.89 0.082
H -2.95 -3.91 -2.99 0.084
C 5.74 -1.87 2.76 -0.168
O 5.39 -2.81 3.77 -0.126
H 5.63 -2.36 1.80 0.064
H 5.08 -1.00 2.80 0.072
H 6.78 -1.55 2.88 0.078
H 5.49 -2.38 4.63 0.070
C 4.69 3.53 -0.07 -0.129
O 4.20 2.61 -1.05 -0.148
H 3.90 4.24 0.17 0.082
H 4.97 2.98 0.84 0.083
H 5.56 4.06 -0.45 0.067
H 4.91 1.99 -1.24 0.065
C -8.77 -1.91 -2.62 -0.136
O -7.45 -2.30 -3.00 -0.137
H -9.47 -2.39 -3.30 0.083
H -8.99 -2.24 -1.60 0.046
H -8.89 -0.83 -2.69 0.079
H -6.84 -1.87 -2.40 0.014
C 7.31 5.24 1.81 -0.149
O 6.53 6.11 0.99 -0.133
H 7.90 4.59 1.16 0.074
H 7.98 5.81 2.45 0.084
H 6.65 4.63 2.43 0.071
H 6.02 6.68 1.58 0.083
C 6.96 5.11 5.83 -0.154
O 6.18 5.99 5.02 -0.138
H 7.53 4.48 5.16 0.072
H 7.64 5.67 6.47 0.079
H 6.32 4.48 6.45 0.077
H 5.67 6.56 5.61 0.073
C -3.75 -3.38 3.24 -0.134
O -4.66 -2.58 2.47 -0.147
H -3.16 -3.98 2.56 0.046
H -3.09 -2.74 3.83 0.082
H -4.30 -4.05 3.90 0.083
H -5.18 -2.06 3.08 0.077
C -10.03 -3.70 0.60 -0.159
O -10.77 -2.60 0.09 -0.134
H -8.98 -3.54 0.36 0.065
H -10.14 -3.77 1.69 0.077
H -10.35 -4.64 0.14 0.081
H -11.69 -2.75 0.30 0.077
C -2.19 -7.27 3.18 -0.135
O -2.73 -6.18 2.42 -0.149
H -1.75 -6.85 4.08 0.081
H -2.98 -7.97 3.46 0.079
H -1.42 -7.79 2.61 0.078
H -3.12 -6.55 1.63 0.073
C 8.99 5.06 -2.07 -0.167
O 8.77 6.30 -1.40 -0.121
H 9.85 5.18 -2.71 0.077
H 9.18 4.26 -1.35 0.069
H 8.12 4.79 -2.68 0.073
H 8.01 6.20 -0.83 0.036
```

Computed properties:
energy = -2393.62426 Eh
orbital gap = 7.29 eV
spin multiplicity = 1
net charge = +1
LUMO energy = -4.011 eV
maximum force = 0.0272 Eh/bohr

=====

[2]
Below is a structure of composition C21H56AsF6O21S7, with properties calculated with the ωB97M-V functional and the def2-TZVPD basis.

```
112
Properties=species:S:1:pos:R:3:lowdin_charge:R:1
As -0.17 -0.74 -0.61 0.852
F -1.77 -0.28 -1.36 -0.335
F 0.48 0.70 -1.26 -0.271
F 1.21 -1.21 0.46 -0.315
F -0.95 -2.23 -0.01 -0.304
F 0.51 -1.52 -2.07 -0.303
F -0.78 0.16 0.82 -0.321
O 0.23 7.76 -3.25 -0.322
S 0.03 6.90 -2.05 0.703
O 0.12 7.40 -0.67 -0.317
O -1.41 6.04 -2.28 -0.274
C -2.09 5.40 -1.17 -0.276
C -3.35 6.07 -0.74 -0.074
C 1.23 5.59 -2.20 -0.125
H -1.41 5.31 -0.32 0.110
H -2.22 4.36 -1.49 0.127
H -3.31 7.16 -0.70 0.082
H -3.78 5.66 0.17 0.082
H -4.11 5.93 -1.51 0.068
H 1.27 5.21 -1.18 0.063
H 2.20 5.97 -2.53 0.075
H 0.96 4.70 -2.77 0.078
O 2.98 -3.49 -6.43 -0.317
S 2.68 -4.94 -6.40 0.670
O 2.35 -5.57 -7.67 -0.309
O 3.97 -5.66 -5.66 -0.294
C 4.67 -5.10 -4.50 -0.236
C 5.43 -6.24 -3.80 -0.069
C 1.29 -5.38 -5.24 -0.086
H 3.94 -4.65 -3.82 0.110
H 5.38 -4.33 -4.78 0.120
H 6.25 -6.58 -4.43 0.074
H 4.89 -7.14 -3.52 0.076
H 5.79 -5.83 -2.86 0.079
H 1.01 -6.42 -5.39 0.064
H 0.40 -4.79 -5.42 0.074
H 1.86 -5.24 -4.32 0.043
O -6.76 0.94 -7.26 -0.325
S -5.31 0.97 -7.02 0.717
O -4.30 0.77 -8.10 -0.315
O -4.96 2.54 -6.47 -0.299
C -5.65 2.98 -5.25 -0.244
C -5.62 4.56 -5.39 -0.048
C -4.88 -0.10 -5.52 -0.090
H -5.20 2.54 -4.37 0.103
H -6.64 2.54 -5.18 0.101
H -4.66 5.01 -5.12 0.067
H -6.35 4.93 -4.66 0.065
H -5.81 4.94 -6.39 0.076
H -3.92 0.33 -5.22 0.066
H -4.68 -1.09 -5.94 0.061
H -5.54 -0.15 -4.66 0.065
O 6.75 4.20 -0.48 -0.309
S 6.86 3.31 0.68 0.684
O 8.21 2.77 1.03 -0.326
O 6.08 4.00 1.97 -0.257
C 6.85 4.89 2.76 -0.276
C 7.04 6.31 2.19 -0.075
C 5.82 1.92 0.41 -0.128
H 7.79 4.38 2.94 0.107
H 6.36 5.09 3.72 0.118
H 7.72 6.89 2.81 0.072
H 6.14 6.92 2.12 0.079
H 7.61 6.35 1.26 0.070
H 4.79 2.25 0.43 0.080
H 6.00 1.26 1.27 0.075
H 6.11 1.34 -0.47 0.086
O 1.91 -8.09 2.94 -0.328
S 1.91 -7.02 1.94 0.727
O 3.13 -6.82 1.15 -0.311
O 0.55 -7.41 0.95 -0.255
C 0.40 -6.85 -0.29 -0.345
C -1.07 -6.60 -0.63 -0.064
C 1.29 -5.51 2.91 -0.077
H 0.83 -7.44 -1.10 0.119
H 0.86 -5.86 -0.29 0.116
H -1.62 -7.51 -0.89 0.072
H -1.08 -5.95 -1.50 0.075
H -1.63 -6.05 0.12 0.080
H 0.23 -5.73 3.04 0.061
H 1.40 -4.61 2.30 0.061
H 1.82 -5.31 3.84 0.067
O -8.89 -0.98 3.20 -0.329
S -7.56 -1.57 3.02 0.719
O -7.35 -3.05 2.96 -0.314
O -6.90 -0.90 1.63 -0.272
C -7.27 0.47 1.36 -0.267
C -6.63 1.15 0.12 -0.049
C -6.50 -0.81 4.36 -0.104
H -7.05 0.91 2.33 0.096
H -8.33 0.55 1.13 0.107
H -5.59 1.41 0.33 0.074
H -7.16 2.07 -0.15 0.073
H -6.68 0.48 -0.74 0.077
H -6.64 0.27 4.44 0.055
H -5.48 -0.99 4.04 0.067
H -6.73 -1.25 5.33 0.066
O 4.30 -2.07 8.64 -0.292
S 3.95 -0.77 8.08 0.689
O 4.41 -0.49 6.69 -0.318
O 2.27 -0.72 8.08 -0.273
C 1.65 0.52 7.69 -0.280
C 0.79 0.18 6.43 -0.055
C 4.40 0.61 9.15 -0.120
H 2.30 1.33 7.35 0.101
H 1.14 1.05 8.49 0.113
H 1.24 -0.66 5.90 0.082
H 0.65 0.97 5.70 0.075
H -0.24 -0.10 6.67 0.067
H 4.43 1.53 8.57 0.069
H 5.32 0.38 9.68 0.072
H 3.61 0.67 9.91 0.069
```

Computed properties:
energy = -8036.00285 Eh
orbital gap = 10.78 eV
spin multiplicity = 1
net charge = -1
energy above the lowest of the compared OMol25 structures with the same formula, charge and spin = 183.76 kcal/mol
LUMO energy = 1.445 eV
maximum force = 0.0879 Eh/bohr

=====

[3]
Below is a structure of composition C21H56CrF8NO25PS9, with properties calculated with the ωB97M-V functional and the def2-TZVPD basis.

```
122
Properties=species:S:1:pos:R:3:lowdin_spin:R:1
Cr 1.93 -1.46 -1.60 2.898
P 2.33 2.32 -2.19 0.000
F 1.70 1.78 -3.60 0.000
F 2.37 0.70 -1.86 0.000
F 3.81 2.25 -2.77 0.000
F 3.12 2.62 -0.80 -0.001
F 2.11 3.92 -2.56 0.000
F 0.83 2.34 -1.46 0.000
N 0.69 -0.65 -0.33 -0.001
S 0.87 0.15 1.06 0.006
O 0.72 -0.66 2.26 0.001
O 0.56 1.58 1.12 -0.011
F 2.46 0.34 1.01 0.000
S -1.08 -0.20 -0.21 0.004
O -1.52 0.96 -0.93 0.007
O -1.87 -0.67 0.96 -0.005
F -1.53 -1.37 -1.28 0.002
O 5.99 -2.03 -2.13 0.001
S 5.35 -1.22 -1.10 0.006
O 3.88 -0.98 -1.10 0.025
O 5.78 -1.78 0.43 0.002
C 7.00 -2.53 0.49 0.000
C 7.35 -2.45 1.90 0.000
C 6.29 0.40 -1.10 0.000
H 7.73 -2.02 -0.13 0.000
H 6.98 -3.55 0.10 0.000
H 6.57 -3.04 2.38 0.000
H 7.19 -1.47 2.35 0.000
H 8.24 -3.00 2.20 0.000
H 7.35 0.19 -1.26 0.000
H 6.08 0.86 -0.13 0.000
H 5.83 1.04 -1.86 0.000
O 5.01 8.46 -0.83 0.000
S 4.22 7.34 -1.28 0.000
O 4.87 6.17 -1.90 0.000
O 3.37 6.78 0.07 0.000
C 2.73 5.62 -0.01 0.000
C 2.11 5.12 1.30 0.000
C 2.74 7.93 -2.32 0.000
H 3.43 4.87 -0.38 0.000
H 1.88 5.66 -0.70 0.000
H 2.58 5.49 2.21 0.000
H 2.24 4.04 1.30 0.000
H 1.05 5.35 1.18 0.000
H 2.03 7.11 -2.45 0.000
H 3.03 8.32 -3.29 0.000
H 2.23 8.66 -1.69 0.000
O 0.46 -0.91 -2.91 0.021
S -0.29 -0.70 -4.18 0.004
O 0.46 -0.74 -5.43 0.001
O -1.49 -1.91 -4.24 0.002
C -2.37 -1.97 -5.36 0.000
C -3.73 -2.43 -4.91 0.000
C -1.50 0.72 -4.04 -0.002
H -1.95 -2.67 -6.08 0.000
H -2.61 -1.03 -5.86 0.000
H -3.49 -3.26 -4.25 0.000
H -4.37 -2.70 -5.75 0.000
H -4.16 -1.59 -4.38 0.000
H -1.85 0.96 -5.05 0.000
H -0.95 1.60 -3.71 0.000
H -2.30 0.44 -3.36 0.000
O -6.32 -1.67 -3.11 0.000
S -7.53 -1.33 -2.44 0.000
O -8.76 -2.13 -2.63 0.000
O -7.27 -1.30 -0.84 0.000
C -6.05 -0.89 -0.25 0.000
C -4.95 -1.96 -0.47 0.000
C -7.91 0.46 -2.66 0.000
H -6.17 -0.74 0.82 0.000
H -5.70 0.03 -0.71 0.000
H -4.45 -1.97 -1.43 0.000
H -5.17 -3.01 -0.25 0.000
H -4.16 -1.67 0.22 0.000
H -8.28 0.86 -1.72 0.000
H -8.72 0.44 -3.39 0.000
H -6.97 0.90 -2.99 0.000
O 2.74 -2.47 0.65 0.013
S 3.22 -3.03 1.93 0.001
O 4.33 -3.95 1.95 0.001
O 3.56 -1.82 3.02 0.000
C 4.07 -2.19 4.33 0.000
C 4.92 -1.17 4.95 0.000
C 1.68 -3.78 2.70 0.001
H 4.58 -3.16 4.30 0.000
H 3.28 -2.37 5.06 0.000
H 5.88 -1.11 4.45 0.000
H 4.96 -1.52 5.98 0.000
H 4.49 -0.16 4.96 0.000
H 1.63 -4.82 2.38 0.000
H 0.85 -3.23 2.25 0.000
H 1.62 -3.64 3.78 0.000
O -5.05 3.90 1.66 0.000
S -3.95 3.35 2.41 0.000
O -2.62 4.00 2.48 0.000
O -4.51 2.94 3.92 0.000
C -4.79 4.02 4.80 0.000
C -5.05 3.52 6.24 0.000
C -3.60 1.74 1.66 0.000
H -5.59 4.61 4.36 0.000
H -3.98 4.74 4.95 0.000
H -5.32 4.31 6.93 0.000
H -4.14 2.99 6.54 0.000
H -5.85 2.78 6.20 0.000
H -4.44 1.09 1.44 0.000
H -3.12 1.26 2.51 0.000
H -3.02 1.96 0.76 0.000
O 0.93 -3.24 -1.23 0.018
S 0.22 -4.47 -0.81 0.004
O 0.92 -5.50 -0.04 0.001
O -1.05 -3.85 0.16 0.002
C -1.44 -4.59 1.34 0.000
C -2.39 -3.68 2.20 0.000
C -0.74 -5.33 -2.10 -0.001
H -0.62 -5.03 1.91 0.000
H -2.04 -5.45 1.05 0.000
H -2.67 -4.19 3.13 0.000
H -3.34 -3.40 1.77 0.000
H -1.83 -2.77 2.44 0.000
H -0.04 -5.74 -2.83 0.000
H -1.36 -4.57 -2.58 0.000
H -1.39 -6.06 -1.62 0.000
```

Computed properties:
energy = -8537.52751 Eh
orbital gap (spin up / spin down) = 3.96 / 5.48 eV
spin multiplicity = 4
net charge = +1
energy above the lowest of the compared OMol25 structures with the same formula, charge and spin = 24.95 kcal/mol
LUMO energy (spin up / spin down) = -7.494 / -5.974 eV
maximum force = 0.1707 Eh/bohr

=====

[4]
Below is a structure of composition C21H56F2InN2O10S3, with properties calculated with the ωB97M-V functional and the def2-TZVPD basis.

```
95
Properties=species:S:1:pos:R:3:lowdin_charge:R:1
In 3.41 -1.31 -0.74 1.440
F 0.65 -0.35 -0.22 -0.455
F 3.34 -3.70 -2.37 -0.467
C -1.81 0.84 1.23 -0.110
O -0.95 1.99 1.23 -0.152
H -1.50 -0.01 1.83 0.070
H -2.82 1.16 1.51 0.097
H -1.84 0.46 0.21 0.061
H -0.10 1.62 1.49 0.058
C 0.56 3.95 3.52 -0.157
O -0.71 4.25 2.95 -0.112
H 1.35 3.65 2.84 0.048
H 1.15 4.75 3.99 0.081
H 0.43 3.10 4.19 0.065
H -0.98 3.54 2.36 0.023
C 2.24 2.93 -0.29 -0.131
O 2.40 1.66 -0.85 -0.186
H 3.23 3.32 -0.04 0.089
H 1.71 3.50 -1.04 0.088
H 1.63 2.87 0.61 0.068
H 1.56 1.21 -0.70 0.001
C 2.64 -3.99 1.91 -0.093
O 2.20 -3.57 0.59 -0.199
H 3.51 -3.42 2.24 0.080
H 1.85 -3.83 2.64 0.060
H 2.82 -5.06 1.78 0.096
H 1.73 -4.32 0.22 0.092
C 0.15 -1.62 -3.33 -0.093
O 1.59 -1.78 -3.26 -0.165
H -0.26 -2.23 -4.13 0.091
H -0.25 -1.94 -2.37 0.066
H -0.27 -0.64 -3.57 0.055
H 1.95 -2.67 -3.35 0.041
C 4.12 1.17 2.20 -0.140
O 3.12 0.26 1.82 -0.198
H 3.93 2.20 1.87 0.070
H 4.16 1.18 3.29 0.087
H 5.14 0.92 1.90 0.086
H 2.36 0.34 2.40 -0.001
C -2.41 -2.59 -0.29 -0.129
O -1.09 -2.52 0.29 -0.154
H -2.64 -3.63 -0.52 0.086
H -3.11 -2.24 0.47 0.060
H -2.52 -1.94 -1.15 0.055
H -0.75 -1.63 0.16 -0.008
N -1.65 -2.80 3.53 -0.024
C -1.12 -3.97 4.03 -0.148
C -2.19 -4.77 4.37 -0.077
C -3.39 -3.98 4.07 -0.100
C -3.02 -2.80 3.52 -0.154
H -1.09 -2.07 3.13 0.070
H -0.06 -4.17 4.07 0.092
H -2.17 -5.80 4.69 0.088
H -4.44 -4.26 4.09 0.090
H -3.68 -2.01 3.20 0.111
N -1.34 2.74 -1.56 0.062
C -0.82 1.93 -2.53 -0.104
C -1.23 2.46 -3.73 -0.119
C -1.75 3.73 -3.55 -0.057
C -1.84 3.88 -2.15 -0.045
H -1.40 2.66 -0.56 0.110
H -0.21 1.06 -2.36 0.095
H -1.01 1.89 -4.63 0.108
H -2.01 4.45 -4.30 0.106
H -2.19 4.71 -1.55 0.124
C 2.20 -1.10 5.55 -0.225
S 0.76 -0.82 4.39 0.883
O 1.04 0.37 3.51 -0.550
C -0.37 -0.44 5.84 -0.209
H 2.31 -0.19 6.14 0.050
H 3.17 -1.28 5.08 0.046
H 2.10 -1.93 6.25 0.061
H -1.13 0.21 5.41 0.049
H 0.01 0.24 6.60 0.059
H -0.80 -1.37 6.19 0.060
C 5.30 1.13 -5.37 -0.195
S 4.17 1.46 -3.90 0.952
O 3.77 0.07 -3.26 -0.608
C 2.65 2.09 -4.68 -0.218
H 4.82 0.33 -5.94 0.061
H 6.36 0.93 -5.26 0.067
H 5.12 1.98 -6.02 0.051
H 1.82 2.27 -4.01 0.043
H 2.33 1.51 -5.55 0.072
H 2.91 3.07 -5.09 0.060
C -4.28 -0.22 -3.25 -0.262
S -4.59 0.62 -4.87 0.836
O -4.61 -0.63 -5.76 -0.600
C -6.39 0.98 -4.69 -0.247
H -4.70 0.47 -2.51 0.036
H -3.26 -0.57 -3.14 0.027
H -4.91 -1.09 -3.07 0.059
H -6.94 0.04 -4.62 0.060
H -6.72 1.56 -5.56 0.050
H -6.48 1.53 -3.75 0.040
```

Computed properties:
energy = -3279.35007 Eh
orbital gap = 1.87 eV
spin multiplicity = 1
net charge = +1
LUMO energy = -8.419 eV
maximum force = 0.0759 Eh/bohr